Molecular formula: C32H67Cl21FNO2P2
Method: DFT, the ωB97M-V functional and the def2-TZVPD basis

The geometry in XYZ format:
```
126
Properties=species:S:1:pos:R:3:mulliken_charge:R:1
C -5.577 1.439 -0.729 -1.88
C -4.227 1.268 -0.044 1.02
C -4.343 0.940 1.462 0.27
C -5.639 0.228 1.876 -2.15
P -2.816 0.234 2.245 0.60
C -1.128 0.038 1.487 -1.94
C -1.099 -0.023 -0.034 1.13
C 0.248 -0.602 -0.456 1.46
C 0.251 -1.106 -1.877 -0.54
N 0.655 -0.035 -2.862 -0.10
C -0.251 -0.094 -3.932 0.30
C -1.527 0.663 -3.687 -0.72
O -0.038 -0.679 -4.934 -0.58
C -2.257 1.915 2.960 -0.81
C -1.971 3.014 1.934 0.08
F -3.123 2.384 3.950 -0.44
P -3.168 -1.971 1.722 0.31
O -4.284 -2.464 2.873 -0.41
Cl -4.240 -2.204 -0.046 -0.27
H -6.238 1.982 -0.074 0.32
H -5.979 0.468 -0.952 0.38
H -5.472 2.036 -1.615 0.65
H -3.614 0.576 -0.601 -0.54
H -3.747 2.231 -0.122 0.08
H -4.460 1.916 1.910 0.61
H -6.002 -0.464 1.137 0.36
H -5.562 -0.211 2.852 0.50
H -6.399 0.986 1.970 0.51
H -2.947 -0.203 3.611 0.05
H -0.746 -0.906 1.840 0.80
H -0.412 0.784 1.804 0.65
H -1.174 0.966 -0.467 -0.38
H -1.856 -0.662 -0.473 0.13
H 0.991 0.161 -0.324 -1.40
H 0.447 -1.452 0.175 0.18
H -0.695 -1.533 -2.183 -0.38
H 0.996 -1.883 -1.961 0.53
H 1.553 -0.275 -3.260 0.29
H -1.262 1.554 -3.141 0.27
H -1.994 0.872 -4.631 0.44
H -2.144 0.060 -3.031 0.08
H -1.325 1.771 3.495 0.65
H -1.105 3.561 2.263 0.24
H -2.785 3.719 2.012 0.30
H -1.853 2.636 0.933 -0.90
H -3.776 -2.412 3.696 0.14
Cl 2.480 1.891 -0.291 -0.18
C 2.256 3.648 -0.514 -0.41
C 1.062 4.177 0.236 -0.66
Cl -0.485 3.598 -0.445 -0.12
H 2.175 3.839 -1.581 0.40
H 3.165 4.118 -0.149 0.17
H 1.047 5.264 0.177 0.47
H 1.091 3.891 1.284 0.33
Cl -2.644 6.139 3.877 -0.15
C -3.591 6.118 5.385 -0.49
C -4.658 5.054 5.360 -0.06
Cl -5.950 5.428 4.188 -0.20
H -4.014 7.108 5.530 0.36
H -2.894 5.917 6.196 0.27
H -5.128 4.984 6.339 0.36
H -4.244 4.083 5.102 -0.05
Cl 3.486 -3.177 -8.083 -0.21
C 2.619 -1.718 -7.531 -0.18
C 2.130 -0.877 -8.680 -0.40
Cl 3.469 -0.110 -9.573 -0.20
H 3.286 -1.156 -6.883 0.31
H 1.770 -2.056 -6.939 0.08
H 1.500 -0.075 -8.300 0.26
H 1.552 -1.467 -9.386 0.34
Cl -2.741 -2.771 5.984 -0.20
C -3.268 -4.476 6.058 -0.48
C -4.546 -4.640 6.837 -0.40
Cl -4.319 -4.316 8.575 -0.19
H -2.458 -5.057 6.491 0.38
H -3.418 -4.805 5.031 0.30
H -4.898 -5.666 6.747 0.32
H -5.323 -3.975 6.470 0.30
Cl -1.950 -3.579 -2.467 -0.11
C -1.628 -3.968 -4.179 -0.34
C -2.651 -4.916 -4.746 -0.51
Cl -2.527 -6.546 -4.036 -0.20
H -0.624 -4.378 -4.246 0.34
H -1.651 -3.027 -4.727 0.14
H -2.494 -5.023 -5.818 0.36
H -3.662 -4.554 -4.579 0.33
Cl -6.998 4.006 -4.155 -0.18
C -8.535 3.140 -3.897 -0.43
C -8.405 2.055 -2.861 -0.41
Cl -7.386 0.708 -3.423 -0.17
H -8.859 2.740 -4.853 0.32
H -9.263 3.878 -3.565 0.30
H -9.386 1.639 -2.638 0.39
H -7.974 2.436 -1.938 0.21
Cl 3.436 -0.474 1.825 -0.04
C 3.636 -1.895 2.887 -0.66
C 3.468 -3.203 2.158 -0.42
Cl 1.787 -3.484 1.642 -0.17
H 2.925 -1.803 3.703 0.34
H 4.643 -1.835 3.297 0.34
H 3.734 -4.024 2.822 0.35
H 4.103 -3.251 1.277 0.26
Cl 5.354 2.664 -3.784 -0.20
C 6.732 2.630 -2.651 -0.31
C 6.289 2.736 -1.218 -0.05
Cl 5.620 4.352 -0.843 -0.23
H 7.408 3.438 -2.920 0.37
H 7.244 1.683 -2.803 0.13
H 7.134 2.583 -0.554 0.07
H 5.528 1.998 -0.977 0.23
Cl 7.253 -1.003 -1.946 -0.17
C 8.631 -1.013 -0.812 -0.54
C 8.184 -0.860 0.615 0.21
Cl 7.528 0.767 0.958 -0.23
H 9.315 -0.220 -1.104 0.34
H 9.137 -1.969 -0.934 0.31
H 9.031 -1.005 1.281 0.06
H 7.420 -1.584 0.870 0.00
Cl 11.608 -3.046 1.587 -0.17
C 10.828 -2.996 3.188 -0.54
C 9.741 -4.030 3.322 -0.45
Cl 8.345 -3.661 2.276 -0.12
H 10.440 -1.991 3.340 0.33
H 11.604 -3.181 3.929 0.36
H 9.377 -4.049 4.348 0.29
H 10.098 -5.023 3.065 0.34
```

Summary:
**SMILES string**: CC[C@@H](C)[PH](CCCCNC(C)=O)([C@@H](C)F)P(O)Cl.ClCCCl.ClCCCl.ClCCCl.ClCCCl.ClCCCl.ClCCCl.ClCCCl.ClCCCl.ClCCCl.ClCCCl
**Orbital gap**: 0.2590 hartree
**Electronic energy**: -324123.184 eV



Molecular formula: C32H69N7O11SSi
Method: DFT, the ωB97M-V functional and the def2-TZVPD basis

The geometry in XYZ format:
```
121
Properties=species:S:1:pos:R:3:mulliken_charge:R:1
C 2.486 0.140 3.651 -0.62
C 1.425 1.319 4.129 -0.30
S 0.015 1.292 2.884 -0.12
C -1.419 2.309 3.533 -0.60
C -2.318 3.056 2.347 0.63
C -2.539 4.547 3.080 -1.11
C -1.242 5.558 2.788 -0.34
N -1.108 6.576 3.938 -0.69
O -1.585 3.514 1.120 -0.43
C -2.750 3.810 0.220 0.42
O -2.757 4.349 -1.007 -0.61
O -4.070 3.418 0.815 -0.44
C -3.703 2.372 1.830 1.59
C -3.748 1.031 0.917 -0.89
C -2.343 0.329 0.521 -0.73
O -2.527 -0.348 -0.806 -0.05
C -1.442 0.203 -1.671 0.11
O -0.357 -0.548 -1.990 -0.49
Si -5.141 2.017 3.100 0.21
C -6.764 1.635 2.061 -0.93
C -5.558 3.493 4.259 -0.98
C -4.850 0.444 4.184 -0.85
H 3.328 0.708 3.036 -0.02
H 2.012 -0.656 2.926 0.25
H 2.891 -0.370 4.632 0.30
H 1.068 1.182 5.245 0.30
H 1.975 2.357 3.988 0.24
H -0.919 3.169 4.191 0.39
H -2.122 1.723 4.299 0.17
H -3.477 5.121 2.682 0.33
H -2.658 4.471 4.243 0.21
H -0.209 4.970 2.787 0.19
H -1.375 6.188 1.794 0.34
H -0.419 6.094 4.591 0.26
H -0.566 7.396 3.549 0.29
H -4.423 0.196 1.439 0.25
H -4.335 1.293 -0.089 0.18
H -2.110 -0.539 1.304 0.14
H -1.417 1.027 0.391 0.41
H -1.429 1.316 -2.080 0.39
H -6.757 0.473 1.792 0.24
H -7.693 1.789 2.771 0.31
H -6.811 2.297 1.097 0.29
H -4.650 3.881 4.895 0.27
H -6.338 3.070 5.058 0.33
H -6.064 4.334 3.591 0.24
H -5.652 0.469 5.058 0.29
H -5.107 -0.544 3.566 0.28
H -3.782 0.355 4.652 0.29
C -1.485 -5.356 -1.388 0.09
O -1.470 -6.568 -1.217 -0.66
N -1.852 -4.717 -2.553 0.25
C -1.842 -3.275 -2.676 -0.85
C -2.260 -5.513 -3.692 -1.04
H -1.193 -4.658 -0.586 0.33
H -2.853 -2.934 -2.916 0.46
H -1.158 -2.993 -3.482 0.25
H -1.515 -2.802 -1.746 0.16
H -3.125 -6.121 -3.410 0.33
H -1.439 -6.180 -3.973 0.29
H -2.520 -4.872 -4.539 0.37
C 2.295 -10.232 -1.350 0.12
O 2.869 -11.120 -0.733 -0.60
N 2.028 -8.968 -0.867 0.18
C 1.342 -7.971 -1.661 -1.07
C 2.446 -8.626 0.476 -0.95
H 1.934 -10.386 -2.380 0.27
H 1.995 -7.101 -1.778 0.37
H 0.425 -7.675 -1.142 0.45
H 1.085 -8.362 -2.649 0.28
H 3.532 -8.741 0.551 0.31
H 1.970 -9.313 1.183 0.30
H 2.168 -7.597 0.718 0.35
C 2.098 -2.833 -3.427 0.08
O 2.672 -3.749 -2.851 -0.64
N 2.278 -2.483 -4.749 0.19
C 1.559 -1.384 -5.358 -0.81
C 3.215 -3.238 -5.554 -0.98
H 1.365 -2.195 -2.907 0.36
H 0.971 -1.767 -6.197 0.35
H 2.281 -0.648 -5.722 0.38
H 0.889 -0.904 -4.639 0.15
H 2.904 -4.287 -5.573 0.30
H 4.208 -3.173 -5.100 0.27
H 3.250 -2.847 -6.575 0.38
C 5.505 2.404 0.048 0.07
O 5.498 3.104 1.053 -0.64
N 5.867 1.074 0.003 0.17
C 5.849 0.313 -1.229 -1.00
C 6.278 0.416 1.226 -0.64
H 5.210 2.805 -0.936 0.31
H 5.163 -0.531 -1.113 0.40
H 6.858 -0.058 -1.429 0.34
H 5.520 0.931 -2.069 0.28
H 5.461 0.469 1.951 0.01
H 7.148 0.939 1.636 0.29
H 6.534 -0.630 1.035 0.38
C -4.905 -1.985 -5.323 0.05
O -4.331 -2.874 -4.707 -0.53
N -5.172 -0.722 -4.840 0.16
C -5.858 0.276 -5.635 -0.93
C -4.754 -0.380 -3.497 -0.81
H -5.266 -2.140 -6.354 0.26
H -5.205 1.145 -5.751 0.33
H -6.775 0.571 -5.116 0.32
H -6.115 -0.115 -6.623 0.31
H -3.668 -0.495 -3.422 0.08
H -5.230 -1.066 -2.790 0.30
H -5.032 0.649 -3.256 0.44
C 6.405 7.734 3.057 0.10
O 6.398 8.434 4.062 -0.59
N 6.767 6.405 3.013 0.15
C 6.749 5.644 1.781 -0.92
C 7.178 5.747 4.235 -0.96
H 6.110 8.135 2.074 0.27
H 6.063 4.800 1.897 0.50
H 7.758 5.272 1.580 0.28
H 6.420 6.261 0.941 0.28
H 6.361 5.800 4.960 0.30
H 8.048 6.270 4.645 0.32
H 7.434 4.701 4.044 0.34
```

Summary:
**SMILES string**: CCSC[C@@]1(CCN)OC(=O)O[C@]1(CCOC=O)[Si](C)(C)C.CN(C)C=O.CN(C)C=O.CN(C)C=O.CN(C)C=O.CN(C)C=O.CN(C)C=O
**Orbital gap**: 0.2957 hartree
**Electronic energy**: -85960.720 eV



Molecular formula: C32H70AlN4O4
Method: DFT, the ωB97M-V functional and the def2-TZVPD basis

The geometry in XYZ format:
```
111
Properties=species:S:1:pos:R:3:mulliken_charge:R:1
C -2.404 2.917 -0.880 -0.69
C -2.422 2.074 -2.106 0.04
Al -4.258 1.454 -2.811 -0.67
C -4.191 0.605 -4.677 -0.57
C -2.731 0.753 -5.443 -0.31
C -2.871 -0.096 -6.859 -0.55
C -1.916 -1.466 -6.883 -0.44
C -2.809 -2.859 -6.883 -0.75
C -3.209 -3.245 -5.341 0.40
C -2.414 -4.534 -4.715 -0.73
C -0.953 -4.200 -4.052 -0.61
C -0.962 -3.040 -2.894 -0.27
C -1.193 -3.603 -1.360 -0.16
C -0.396 -2.517 -0.369 -0.70
C -1.187 -2.227 1.040 -0.45
C -1.893 -0.728 0.941 0.17
C -3.251 -0.799 1.863 -0.55
C -4.646 -0.748 0.988 -0.69
C -4.787 -2.004 -0.058 0.31
C -6.353 -2.103 -0.615 -0.52
C -6.426 -2.580 -2.184 -0.55
H -2.733 2.385 0.135 0.09
H -2.098 4.048 -0.866 0.21
H -1.405 1.805 -2.619 0.20
H -5.209 2.752 -2.864 -0.35
H -4.851 0.361 -1.820 0.15
H -4.575 -0.498 -4.592 0.10
H -4.982 1.184 -5.355 0.30
H -1.825 0.329 -4.817 0.07
H -2.528 1.884 -5.752 0.30
H -3.995 -0.405 -6.978 0.30
H -2.620 0.633 -7.770 0.31
H -1.216 -1.453 -5.939 0.20
H -1.258 -1.497 -7.877 0.35
H -3.832 -2.575 -7.429 0.31
H -2.344 -3.728 -7.513 0.27
H -3.148 -2.263 -4.709 -0.58
H -4.364 -3.546 -5.362 0.31
H -2.206 -5.275 -5.627 0.31
H -3.147 -5.133 -3.997 0.28
H -0.119 -3.899 -4.836 0.28
H -0.555 -5.203 -3.544 0.30
H 0.129 -2.555 -2.902 0.26
H -1.707 -2.156 -3.077 -0.06
H -0.727 -4.656 -1.153 0.27
H -2.331 -3.538 -1.008 0.08
H 0.737 -2.801 -0.247 0.29
H -0.424 -1.491 -0.979 0.25
H -1.949 -3.095 1.224 0.41
H -0.364 -2.190 1.904 0.02
H -1.141 0.107 1.327 0.18
H -2.160 -0.416 -0.171 -0.09
H -3.238 -1.795 2.513 0.27
H -3.242 0.109 2.602 0.14
H -4.712 0.291 0.440 0.16
H -5.538 -0.781 1.767 0.33
H -4.088 -1.855 -1.007 -0.29
H -4.489 -3.013 0.491 0.30
H -7.017 -2.841 0.014 0.37
H -6.825 -1.030 -0.499 0.28
H -7.159 -3.518 -2.252 0.29
H -5.391 -2.927 -2.612 -0.04
H -6.866 -1.749 -2.884 0.18
C 0.451 1.545 4.719 -1.08
C -0.634 0.520 4.537 0.67
O -1.651 0.754 3.885 -0.64
N -0.467 -0.701 5.120 -0.09
C 0.645 -1.164 5.917 -0.78
H 0.176 2.465 4.198 0.35
H 0.574 1.772 5.781 0.38
H 1.388 1.174 4.297 0.13
H -1.238 -1.337 4.954 0.24
H 1.070 -2.043 5.427 0.26
H 0.263 -1.450 6.900 0.28
H 1.419 -0.404 6.035 0.25
C 5.369 -1.444 4.222 -1.48
C 4.292 -0.473 3.827 0.77
O 3.364 -0.184 4.581 -0.52
N 4.364 0.095 2.589 0.00
C 5.365 -0.113 1.569 -0.96
H 5.178 -1.812 5.233 0.32
H 5.372 -2.297 3.538 0.40
H 6.342 -0.945 4.214 0.36
H 3.604 0.737 2.395 0.12
H 5.826 0.852 1.345 0.28
H 4.864 -0.489 0.674 0.29
H 6.135 -0.821 1.879 0.39
C 3.336 4.415 1.013 -1.42
C 4.537 3.683 0.484 0.78
O 5.231 2.962 1.199 -0.56
N 4.851 3.838 -0.834 -0.18
C 4.168 4.633 -1.827 -0.89
H 3.212 4.194 2.077 0.26
H 3.474 5.493 0.897 0.40
H 2.436 4.086 0.485 0.47
H 5.673 3.315 -1.117 0.25
H 3.848 3.967 -2.633 0.29
H 4.877 5.363 -2.224 0.29
H 3.301 5.153 -1.420 0.34
C 7.113 4.556 6.681 -1.28
C 6.275 3.327 6.464 0.81
O 5.907 2.614 7.396 -0.67
N 5.923 3.011 5.185 0.01
C 6.253 3.715 3.968 -0.62
H 7.313 4.678 7.749 0.30
H 8.069 4.453 6.160 0.33
H 6.578 5.440 6.326 0.34
H 5.359 2.171 5.118 0.06
H 5.320 4.007 3.481 0.08
H 6.799 3.028 3.317 0.22
H 6.861 4.601 4.152 0.36
```

Summary:
**Orbital gap**: 0.1907 hartree
**Total charge**: -1
**Electronic energy**: -55058.155 eV



Molecular formula: C32H70O23P2
Method: DFT, the ωB97M-V functional and the def2-TZVPD basis

The geometry in XYZ format:
```
127
Properties=species:S:1:pos:R:3:mulliken_charge:R:1
C -7.119 -20.350 -5.229 -1.06
C -6.690 -20.989 -3.918 -0.54
O -7.779 -21.799 -3.408 -0.32
P -8.693 -21.157 -2.288 0.80
O -8.025 -20.872 -1.002 -0.85
O -9.928 -22.147 -2.216 0.01
C -9.874 -23.433 -1.574 0.01
C -10.223 -24.487 -2.605 -0.92
O -9.349 -19.856 -2.983 -0.12
C -10.744 -19.725 -3.124 -0.29
C -11.215 -20.361 -4.421 -0.80
H -7.940 -19.643 -5.106 0.12
H -6.276 -19.972 -5.810 0.43
H -7.573 -21.067 -5.923 0.37
H -5.938 -21.720 -4.216 0.30
H -6.343 -20.246 -3.203 0.46
H -8.842 -23.624 -1.274 -0.08
H -10.567 -23.443 -0.734 0.33
H -10.108 -25.479 -2.170 0.36
H -11.177 -24.283 -3.087 0.06
H -9.467 -24.438 -3.394 0.37
H -11.286 -20.027 -2.224 0.28
H -11.077 -18.682 -3.200 0.12
H -12.294 -20.274 -4.555 0.15
H -10.707 -19.950 -5.295 0.38
H -10.999 -21.432 -4.492 0.18
C -14.045 -19.850 -0.822 -1.66
C -14.145 -19.947 -2.343 0.51
O -15.507 -19.906 -2.780 -0.53
P -15.761 -19.620 -4.356 1.01
O -17.158 -19.790 -4.751 -0.78
O -15.111 -18.165 -4.530 -0.37
C -15.616 -17.035 -3.836 -0.03
C -17.078 -16.674 -4.072 -1.25
O -14.715 -20.529 -5.167 -0.25
C -15.018 -21.915 -5.442 0.21
C -14.098 -22.337 -6.557 -1.22
H -14.713 -19.047 -0.492 0.35
H -14.389 -20.755 -0.328 0.38
H -13.081 -19.469 -0.492 0.31
H -13.621 -19.092 -2.775 0.42
H -13.650 -20.882 -2.611 0.29
H -15.448 -17.164 -2.757 0.01
H -14.928 -16.208 -4.023 0.44
H -17.265 -15.691 -3.646 0.41
H -17.258 -16.670 -5.150 0.30
H -17.766 -17.427 -3.691 0.29
H -14.786 -22.406 -4.490 -0.08
H -16.074 -21.963 -5.719 0.46
H -14.293 -21.737 -7.445 0.34
H -13.085 -22.114 -6.207 0.12
H -14.080 -23.393 -6.817 0.38
C -16.184 -25.130 -4.072 -1.12
C -16.401 -24.433 -2.718 0.18
O -15.767 -25.147 -1.668 -0.39
C -14.448 -25.303 -1.634 0.79
O -13.678 -24.794 -2.400 -0.54
O -14.202 -26.249 -0.739 -0.38
C -12.859 -26.746 -0.678 -0.43
H -15.135 -25.308 -4.286 0.25
H -16.641 -24.495 -4.829 0.38
H -16.694 -26.086 -3.950 0.39
H -17.464 -24.334 -2.499 0.35
H -16.084 -23.385 -2.703 -0.08
H -12.805 -27.341 0.226 0.28
H -12.139 -25.935 -0.775 0.04
H -12.718 -27.389 -1.551 0.30
C -6.496 -29.289 -2.117 -1.09
C -5.369 -28.507 -2.703 -0.20
O -4.795 -27.478 -1.896 -0.38
C -5.457 -26.359 -1.754 0.78
O -6.582 -26.131 -2.120 -0.54
O -4.682 -25.458 -1.166 -0.37
C -5.166 -24.109 -1.072 -0.37
H -6.328 -29.505 -1.064 0.31
H -6.620 -30.233 -2.657 0.38
H -7.486 -28.863 -2.299 0.26
H -5.533 -28.147 -3.721 0.32
H -4.535 -29.208 -2.804 0.28
H -6.248 -24.102 -0.958 0.09
H -4.854 -23.613 -1.990 0.27
H -4.693 -23.767 -0.155 0.26
C -2.152 -17.062 -4.868 -1.13
C -2.972 -17.853 -3.864 -0.20
O -4.209 -17.201 -3.651 -0.29
C -4.957 -17.511 -2.586 0.83
O -4.798 -18.420 -1.830 -0.58
O -5.837 -16.517 -2.470 -0.36
C -6.863 -16.630 -1.528 -0.42
H -1.857 -16.104 -4.444 0.31
H -2.645 -17.034 -5.840 0.18
H -1.212 -17.569 -5.105 0.40
H -2.411 -17.930 -2.930 0.43
H -3.121 -18.872 -4.231 0.24
H -6.672 -16.778 -0.462 0.35
H -7.618 -17.414 -1.677 0.04
H -7.451 -15.715 -1.612 0.24
C -16.336 -14.321 -0.409 -1.34
C -15.067 -15.126 -0.148 0.04
O -14.073 -14.811 -1.100 -0.31
C -13.075 -15.694 -1.207 0.71
O -13.113 -16.876 -1.064 -0.45
O -12.010 -15.023 -1.658 -0.36
C -10.740 -15.645 -1.423 -0.19
H -16.235 -13.360 0.100 0.35
H -17.213 -14.787 0.041 0.40
H -16.566 -14.237 -1.469 0.28
H -15.441 -16.156 -0.138 0.07
H -14.727 -14.982 0.880 0.39
H -10.768 -16.643 -1.867 -0.09
H -10.554 -15.706 -0.353 0.33
H -9.982 -15.092 -1.968 0.25
C -7.293 -17.030 -7.442 -1.38
C -5.826 -17.355 -7.372 0.24
O -5.512 -18.118 -8.528 -0.28
C -4.336 -17.984 -9.124 0.74
O -3.751 -16.937 -9.230 -0.57
O -3.918 -19.142 -9.583 -0.32
C -2.793 -19.134 -10.426 -0.67
H -7.636 -16.612 -8.390 0.40
H -7.560 -16.202 -6.778 0.41
H -7.928 -17.889 -7.218 0.23
H -5.421 -17.743 -6.435 0.02
H -5.325 -16.378 -7.410 0.37
H -2.837 -18.420 -11.253 0.30
H -2.651 -20.079 -10.946 0.26
H -1.886 -18.892 -9.872 0.28
```

Summary:
**SMILES string**: CCOP(=O)(OCC)OCC.CCOP(=O)(OCC)OCC.CCOC(=O)OC.CCOC(=O)OC.CCOC(=O)OC.CCOC(=O)OC.CCOC(=O)OC
**Orbital gap**: 0.3934 hartree
**Electronic energy**: -99994.186 eV